# 1
Computed, not measured: 2 unconnected molecules or ions with the total composition C5H7N3O2, with ωB97M-V/def2-TZVPD.

Structure (ORCA input):
```
! RIJCOSX wB97M-V def2-TZVPD def2/J DEFGRID3
* xyz 0 1
H -0.62 2.55 0.88
O -1.34 3.17 0.64
H 2.36 -1.34 -1.25
C 0.76 0.24 1.01
C -0.59 -1.46 -0.06
H -0.06 -2.14 -1.99
N -3.18 -1.50 -0.36
H -0.76 -0.78 1.92
N 1.55 0.21 -0.08
C 1.46 -0.71 -1.21
O 0.54 1.29 1.63
C 0.24 -1.57 -1.11
N -0.17 -0.78 1.09
H 2.13 1.03 -0.20
C -2.02 -1.60 -0.24
H -1.71 3.53 1.48
H 1.43 -0.14 -2.15
*
```

Output
SMILES string: N#CC1=CCNC(=O)N1.O
E_LUMO (eV): 0.0773

# 2
Computed, not measured: C5H7N3O2 in the gas phase, with ωB97M-V/def2-TZVPD.

Structure (ORCA input):
```
! RIJCOSX wB97M-V def2-TZVPD def2/J DEFGRID3
* xyz 0 1
C -0.76 0.69 -0.06
O -1.87 1.48 -2.07
C 1.86 -1.23 1.48
H 2.67 -1.38 0.76
N -1.02 -0.57 -0.57
C -0.04 -1.31 -0.12
O 0.45 -2.40 -0.70
N 0.69 -0.68 0.83
H -1.54 0.59 -2.26
H 1.62 -2.20 1.94
H -2.42 3.21 -1.12
H 2.19 -0.53 2.25
C -1.18 1.86 -0.84
H 0.66 1.36 1.55
N -1.64 2.95 -0.37
C 0.20 0.60 0.92
H 0.13 -2.45 -1.62
*
```

Output
SMILES string: [H]/N=C(\O)c1cn(C)c(O)n1
E_LUMO (eV): 0.3892

# 3
Computed, not measured: 2 unconnected molecules or ions with the total composition C5H7N3O3, with ωB97M-V/def2-TZVPD.

Structure (ORCA input):
```
! RIJCOSX wB97M-V def2-TZVPD def2/J DEFGRID3
* xyz 0 1
H -2.44 -1.69 0.02
H -0.88 1.49 1.16
H -0.46 -3.02 0.00
C -2.12 0.35 -0.89
C -0.33 -1.15 -0.45
H -3.13 0.90 -1.15
H 0.58 1.78 1.71
O 0.41 2.11 -0.36
C 2.77 -0.35 0.16
N 0.16 -2.44 -0.39
H 1.07 -2.55 -0.07
O 2.61 -1.32 0.79
N 0.22 0.99 -1.02
N 0.52 -0.18 -0.52
O 3.10 0.54 -0.45
C -0.03 2.16 1.00
H -0.21 3.23 1.01
C -1.83 -0.87 -0.55
*
```

Output
E_LUMO (spin up / spin down) (eV): 0.0450 / -0.0851

# 4
Computed, not measured: C5H7N3O3S in the gas phase, with ωB97M-V/def2-TZVPD.

Structure (ORCA input):
```
! RIJCOSX wB97M-V def2-TZVPD def2/J DEFGRID3
* xyz 0 1
N 0.58 -0.58 0.25
S 0.54 0.96 2.47
C 1.31 0.30 1.02
H -1.05 2.39 -1.55
O -1.75 0.89 -0.39
H -1.87 -1.01 -1.19
H -0.86 -0.83 1.70
N 3.55 1.36 0.51
H -2.80 -0.69 0.30
C 2.53 0.83 0.65
O 0.36 -1.81 -1.55
O 2.19 -0.66 -1.26
H 1.60 1.67 2.84
H -0.94 0.67 -2.31
H -0.72 -2.17 0.53
C -1.86 -0.51 -0.22
C -0.71 -1.08 0.65
C -1.21 1.33 -1.51
N 1.09 -1.05 -0.93
*
```

Output
E_LUMO (spin up / spin down) (eV): 0.2623 / -1.3098

# 5
Computed, not measured: a gas-phase ion, C5H7N4 (charge +1), with ωB97M-V/def2-TZVPD.

Structure (ORCA input):
```
! RIJCOSX wB97M-V def2-TZVPD def2/J DEFGRID3
* xyz 1 1
H -1.54 -1.14 1.05
H 2.23 -1.90 -0.29
H 1.34 1.76 1.56
H -0.30 1.04 -2.18
H -2.05 1.23 0.31
C 1.53 -1.07 -0.26
N 2.09 0.07 -0.41
N 0.23 -1.38 -0.03
C 0.68 1.10 1.01
C -1.52 0.55 -0.36
C -0.37 1.09 -1.10
H 0.03 -2.37 0.04
N -0.11 0.29 1.56
N 0.79 1.08 -0.41
C -0.79 -0.50 0.58
H -2.24 0.14 -1.06
*
```

Output
SMILES string: C1=N[C@H]2CC=[N+]1N=CN2
E_LUMO (eV): -6.3321

# 6
Computed, not measured: a gas-phase ion, C5H7N4O (charge +1), with ωB97M-V/def2-TZVPD.

Structure (ORCA input):
```
! RIJCOSX wB97M-V def2-TZVPD def2/J DEFGRID3
* xyz 1 3
N -0.15 -2.35 -0.02
O 3.91 -1.36 0.02
H -0.83 1.18 -1.10
N 3.03 0.78 -0.02
H -2.48 -0.19 0.01
N 1.78 1.38 0.09
N -1.51 -0.46 -0.01
H -2.19 -2.37 0.18
H 1.69 2.36 -0.14
H -0.87 1.39 0.66
C -0.62 0.68 -0.14
C 1.55 -0.74 -0.16
H 3.84 1.26 0.35
C 0.85 0.41 -0.07
C -1.28 -1.77 0.05
H 0.06 -3.33 0.07
C 2.98 -0.62 -0.02
*
```

Output
Expectation value of S²: 2.037
E_LUMO (spin up / spin down) (eV): -3.5031 / -7.1790

# 7
Computed, not measured: 2 unconnected molecules or ions with the total composition C5H7N4O2, with ωB97M-V/def2-TZVPD.

Structure (ORCA input):
```
! RIJCOSX wB97M-V def2-TZVPD def2/J DEFGRID3
* xyz 1 1
O 0.26 0.53 -0.44
H -1.39 -1.72 0.63
N 4.23 -0.06 -0.53
C -0.98 1.12 0.08
C -0.48 -1.81 -0.12
C 3.21 0.71 -0.68
H -1.89 0.43 -0.10
H -0.92 2.06 -0.65
H -0.13 -2.79 0.12
O 2.68 -1.66 0.76
H -0.91 1.71 1.10
N 0.56 -0.84 0.03
C 1.76 -1.09 0.38
H 2.69 1.01 -1.56
H -0.90 -1.66 -1.11
N 2.64 2.57 1.04
C 2.99 1.80 0.30
N 4.94 -0.92 -0.33
*
```

Output
E_LUMO (spin up / spin down) (eV): -5.6519 / -5.6513

# 8
Computed, not measured: a gas-phase ion, C5H7N4OS (charge +1), with ωB97M-V/def2-TZVPD.

Structure (ORCA input):
```
! RIJCOSX wB97M-V def2-TZVPD def2/J DEFGRID3
* xyz 1 1
C 0.46 0.98 1.04
N 2.19 -1.57 -1.28
H 1.96 -0.55 -1.57
C -1.58 2.16 0.09
N -1.70 -0.14 -0.42
H 0.05 3.01 1.30
O -2.40 -1.09 -0.66
S 1.73 -3.77 0.15
N -2.18 1.11 -0.54
H 0.05 -2.09 1.15
N 0.65 -1.51 0.59
H 1.34 1.32 1.62
C 1.67 -2.18 -0.23
C 0.39 -0.26 0.70
H 2.87 -2.00 -1.89
H -3.03 1.43 -0.93
C -0.38 2.11 0.77
H -2.09 3.06 0.11
*
```

Output
SMILES string: NC(=S)[NH+]=C=C/C=C\NN=O
E_LUMO (eV): -4.6726

# 9
Computed, not measured: C5H7N6OP in the gas phase, with ωB97M-V/def2-TZVPD.

Structure (ORCA input):
```
! RIJCOSX wB97M-V def2-TZVPD def2/J DEFGRID3
* xyz 0 1
N 0.51 -1.90 1.08
H -2.94 1.33 0.24
O -0.90 1.72 0.05
H -0.58 -3.35 2.02
C 1.05 -0.20 -0.70
N 0.20 -1.16 0.00
N 2.78 0.91 0.26
H 4.17 -0.32 -0.62
H -1.59 -1.14 -1.23
C -0.61 -2.54 1.30
N -1.59 -2.37 0.38
H 0.25 0.28 -1.50
C -1.06 -1.46 -0.41
C -2.30 2.17 0.01
N 2.31 -0.75 -1.11
P 0.56 2.24 0.68
H -2.35 3.05 0.74
N 1.43 0.98 0.19
H -2.51 2.57 -0.92
C 3.18 -0.07 -0.46
*
```

Output
E_LUMO (spin up / spin down) (eV): -1.1828 / -1.1832

# 10
Computed, not measured: a gas-phase ion, C5H7N6S (charge +1), with ωB97M-V/def2-TZVPD.

Structure (ORCA input):
```
! RIJCOSX wB97M-V def2-TZVPD def2/J DEFGRID3
* xyz 1 1
N 2.02 -1.09 2.08
N 1.34 -1.42 1.09
C -1.65 -1.79 -0.26
H 0.54 2.64 2.53
H -2.43 -1.30 0.43
C -1.01 -0.78 -1.09
C 1.14 0.76 1.42
H -0.46 0.32 -4.05
C -0.45 0.18 -3.00
H 1.37 2.92 1.10
H -0.86 -2.38 0.43
H -0.30 2.29 0.90
H -2.19 -2.42 -0.98
N 0.75 -0.30 0.56
C 0.64 2.18 1.46
N -1.25 -0.63 -2.38
S 0.84 0.79 -1.91
N 1.88 0.21 2.33
N 0.11 -0.19 -0.66
*
```

Output
E_LUMO (eV): -5.9057

# 11
Computed, not measured: C5H7NO in the gas phase, with ωB97M-V/def2-TZVPD.

Structure (ORCA input):
```
! RIJCOSX wB97M-V def2-TZVPD def2/J DEFGRID3
* xyz 0 1
C -0.42 0.24 -0.57
H 2.60 0.75 0.83
C 0.63 1.16 -0.01
H 0.54 2.24 0.06
C 0.24 -1.14 -0.48
H -1.50 -0.07 1.28
C 1.67 0.43 0.39
C -1.72 0.19 0.24
N 1.47 -0.93 0.12
O -0.22 -2.21 -0.81
H -2.24 1.15 0.23
H -0.65 0.46 -1.62
H -2.39 -0.58 -0.17
H 2.01 -1.69 0.50
*
```

Output
SMILES string: C[C@H]1C=CNC1=O
E_LUMO (eV): 0.9485

# 12
Computed, not measured: C5H7NO in the gas phase, with ωB97M-V/def2-TZVPD.

Structure (ORCA input):
```
! RIJCOSX wB97M-V def2-TZVPD def2/J DEFGRID3
* xyz 0 1
H 0.93 -0.04 -1.64
C -0.09 0.10 0.73
H -0.66 -1.77 2.35
H -0.67 2.81 -1.57
H 0.76 0.04 1.40
C 1.27 0.75 -0.98
O -1.35 -1.31 -0.68
C -0.82 -1.11 0.41
C -0.09 1.19 -0.17
H -1.51 -2.79 1.28
N -0.81 -2.08 1.40
C -0.66 2.23 -0.66
H 2.07 0.37 -0.34
H 1.64 1.61 -1.53
*
```

Output
E_LUMO (spin up / spin down) (eV): -0.8539 / -0.1652

# 13
Computed, not measured: 2 unconnected molecules or ions with the total composition C5H7NO, with ωB97M-V/def2-TZVPD.

Structure (ORCA input):
```
! RIJCOSX wB97M-V def2-TZVPD def2/J DEFGRID3
* xyz 0 1
C -1.39 -0.89 -0.55
C 2.14 0.34 1.03
H 0.92 1.28 -1.99
N 1.41 -0.71 1.10
C -2.01 -0.01 0.48
O -0.36 -1.78 -0.03
H 3.03 0.39 1.66
H 1.90 1.18 0.37
H -2.12 -0.36 1.51
C -0.64 0.34 -0.08
H -2.85 0.58 0.12
H -1.76 -1.13 -1.54
H 1.48 1.43 -2.46
C 0.25 -0.66 0.38
*
```

Output
E_LUMO (spin up / spin down) (eV): -0.4448 / -0.4446

# 14
Computed, not measured: 2 unconnected molecules or ions with the total composition C5H7NO, with ωB97M-V/def2-TZVPD.

Structure (ORCA input):
```
! RIJCOSX wB97M-V def2-TZVPD def2/J DEFGRID3
* xyz 0 1
H 2.17 -1.35 0.68
H -2.86 -1.35 0.45
C 0.23 -0.30 -1.19
C -2.83 -0.44 -0.18
H 0.78 1.59 1.57
C 0.90 0.24 -0.03
N -0.29 -0.76 -2.12
O -2.78 0.66 0.30
H -0.69 1.57 0.44
H 2.77 0.29 1.01
C 2.26 -0.33 0.28
H 2.88 -0.38 -0.62
H -2.83 -0.61 -1.27
C 0.30 1.19 0.69
*
```

Output
SMILES string: C=C(C)C#N.C=O
E_LUMO (eV): 0.6552

# 15
Computed, not measured: C5H7NO in the gas phase, with ωB97M-V/def2-TZVPD.

Structure (ORCA input):
```
! RIJCOSX wB97M-V def2-TZVPD def2/J DEFGRID3
* xyz 0 1
H 0.08 -2.07 -0.32
C 1.22 -0.12 -0.21
C -1.79 0.95 0.45
C 2.63 -0.11 -0.40
H -1.38 -0.43 -1.44
H -2.85 0.96 0.21
H 0.00 -1.26 1.37
C 0.04 -1.14 0.25
H -1.37 1.90 0.39
C -0.84 0.00 -0.48
H 3.41 -0.34 -0.97
O 0.33 0.71 -0.93
N 2.32 0.49 0.64
H -1.79 0.47 1.45
*
```

Output
SMILES string: C[C@@H]1C[C@@]2(C=N2)O1
E_LUMO (eV): 1.0958

# 16
Computed, not measured: C5H7NO in the gas phase, with ωB97M-V/def2-TZVPD.

Structure (ORCA input):
```
! RIJCOSX wB97M-V def2-TZVPD def2/J DEFGRID3
* xyz 0 1
H -0.59 -1.65 2.48
H -1.78 -0.74 -1.71
C -1.03 0.89 0.37
N -0.65 -0.65 2.30
H -0.79 1.81 0.91
H 1.33 1.37 0.32
H -2.10 0.86 0.14
C -0.80 -0.80 -1.22
H -0.23 1.34 -1.71
C -0.78 -0.44 1.06
O -0.95 -1.39 0.08
C -0.21 0.59 -0.92
C 0.95 0.40 -0.04
H -0.13 -1.42 -1.81
*
```

Output
E_LUMO (eV): -0.4330

Number 1: largest force on an atom 3.82 eV Å⁻¹, E_tot -13862.9772 eV. Number 2: largest force on an atom 5.67 eV Å⁻¹, E_tot -13862.2783 eV. Number 3: largest force on an atom 4.44 eV Å⁻¹, E_tot -15904.8577 eV. Number 4: largest force on an atom 1.38 eV Å⁻¹, E_tot -26738.9556 eV. Number 5: largest force on an atom 4.34 eV Å⁻¹, E_tot -11247.9268 eV. Number 6: largest force on an atom 4.42 eV Å⁻¹, E_tot -13294.3482 eV. Number 7: largest force on an atom 5.05 eV Å⁻¹, E_tot -15339.6680 eV. Number 8: largest force on an atom 4.43 eV Å⁻¹, E_tot -24129.8314 eV. Number 9: largest force on an atom 5.48 eV Å⁻¹, E_tot -25571.7666 eV. Number 10: largest force on an atom 3.07 eV Å⁻¹, E_tot -25063.3621 eV. Number 11: largest force on an atom 0.40 eV Å⁻¹, E_tot -8836.1079 eV. Number 12: largest force on an atom 2.96 eV Å⁻¹, E_tot -8831.3733 eV. Number 13: largest force on an atom 0.43 eV Å⁻¹, E_tot -8829.8994 eV. Number 14: largest force on an atom 1.12 eV Å⁻¹, E_tot -8834.2935 eV. Number 15: largest force on an atom 4.08 eV Å⁻¹, E_tot -8832.2702 eV. Number 16: largest force on an atom 0.76 eV Å⁻¹, E_tot -8831.1594 eV.